C42H72F4IO21V | ωB97M-V with the def2-TZVPD basis set

```
! wB97M-V def2-TZVPD RIJCOSX def2/J DEFGRID3
* xyz -1 4
V 1.06158 -1.94874 -0.76836
O 2.69214 -3.10830 -0.51700
C 2.78531 -4.47635 -0.67482
C 1.88773 -5.04858 -1.72290
O 1.74293 -6.33326 -1.77177
H 2.55111 -5.07103 0.21478
H 3.86612 -4.72494 -0.87874
H 1.99739 -4.55838 -2.78388
H 0.94304 -4.61276 -1.48583
I 0.13394 0.64961 0.23716
C 2.27613 3.37770 -1.47347
C 1.07091 4.23244 -1.69840
O 1.66051 5.51651 -1.77590
C 2.92318 5.52330 -1.41518
O 3.62122 6.47160 -1.39412
O 3.29878 4.32623 -1.07794
F 0.30310 4.32869 -0.55179
H 2.58795 2.89966 -2.42996
H 2.22182 2.63173 -0.68666
H 0.41394 4.03101 -2.55136
C -2.30740 3.15926 -1.85279
C -3.65037 2.96200 -1.18861
O -4.21070 1.92326 -1.83148
C -3.61467 1.75014 -3.05459
O -4.10156 1.21407 -4.01392
O -2.44526 2.42566 -3.08375
F -4.51630 4.00666 -1.53490
H -1.48376 2.73839 -1.23732
H -2.16852 4.17313 -2.13127
H -3.73033 2.83315 -0.13902
C -1.25252 0.26489 7.81612
C -1.33282 -1.26477 8.14513
O -0.48946 -1.87826 7.20915
C -0.05268 -0.96461 6.29681
O 0.52738 -1.24930 5.32501
O -0.50346 0.27896 6.60920
F -2.59039 -1.78148 7.99558
H -0.70142 0.84504 8.53603
H -2.22355 0.70009 7.71178
H -1.06984 -1.59458 9.13627
C 1.08922 1.88579 3.71727
C 2.28920 2.78202 3.77325
O 2.13683 3.45066 4.99248
C 0.82425 3.36167 5.41908
O 0.42514 3.93422 6.38129
O 0.21125 2.40693 4.70424
F 2.17925 3.75729 2.75417
H 1.33167 0.87860 3.95884
H 0.60107 1.97953 2.71937
H 3.30134 2.42269 3.71208
C -2.69545 -2.30500 -2.96684
C -1.83007 -3.27269 -3.75632
C -0.67169 -3.55330 -2.82330
O -0.48748 -2.23312 -2.19769
C -1.68481 -1.51006 -2.22700
H -3.23978 -2.89365 -2.27136
H -3.38265 -1.70692 -3.53844
H -1.50420 -2.75850 -4.61709
H -2.29853 -4.25464 -3.95460
H 0.24021 -3.85918 -3.31177
H -0.83141 -4.31664 -2.06425
H -1.43448 -0.52310 -2.75691
H -2.02645 -1.33658 -1.23296
C -0.55092 3.52016 -6.06787
C 0.59415 4.42033 -6.64269
C 1.63820 4.38021 -5.56876
O 1.30016 3.39720 -4.65899
C 0.17747 2.61385 -5.10410
H -0.97713 2.93063 -6.89937
H -1.34337 4.12222 -5.55553
H 0.07480 5.39024 -6.78462
H 0.94637 4.24929 -7.64422
H 1.77937 5.37084 -5.08665
H 2.58821 4.13588 -6.07218
H -0.46199 2.30644 -4.27369
H 0.60033 1.71875 -5.53448
C 0.56754 -3.73742 2.78113
C 0.06920 -4.97802 2.01121
C -0.56951 -4.40943 0.73568
O -0.24285 -3.00555 0.70740
C -0.27967 -2.64063 2.13408
H 1.64276 -3.64774 2.51594
H 0.45364 -3.70759 3.89489
H -0.58107 -5.58556 2.64459
H 0.81483 -5.75289 1.79768
H -1.64632 -4.54282 0.73396
H -0.19858 -4.84609 -0.17470
H -1.27758 -2.75677 2.58386
H 0.06049 -1.62476 2.20510
C 5.19265 0.39644 -0.50039
C 6.68797 0.37023 -0.02554
C 6.78448 1.25123 1.21070
O 5.35276 1.42666 1.65799
C 4.49517 1.37191 0.53083
H 4.73128 -0.58115 -0.55872
H 5.17966 0.85258 -1.50544
H 7.44433 0.68444 -0.76128
H 6.94086 -0.65002 0.20919
H 7.16899 2.23348 0.88377
H 7.22770 0.87987 2.10566
H 4.44066 2.33013 0.09886
H 3.60126 0.98594 0.95566
C -4.25190 -1.26688 -0.07146
C -5.76717 -1.30504 0.26747
C -5.90859 -2.59042 1.12486
O -4.50580 -2.97289 1.42637
C -3.67682 -2.68178 0.31864
H -3.73022 -0.60864 0.57100
H -4.13981 -0.86534 -1.11304
H -6.46343 -1.35164 -0.61316
H -6.04039 -0.42124 0.76212
H -6.41195 -3.40537 0.55008
H -6.39013 -2.44163 2.06890
H -3.89261 -3.44387 -0.45525
H -2.65906 -2.63839 0.64029
C -3.63408 1.43061 3.58378
C -2.93020 0.08806 3.48658
C -3.32274 -0.54914 4.93923
O -3.44246 0.56131 5.77495
C -3.69246 1.75666 5.09458
H -4.69026 1.39972 3.24552
H -2.99938 2.21455 3.08243
H -1.86649 0.29285 3.34943
H -3.30612 -0.52002 2.70138
H -2.57384 -1.20393 5.34805
H -4.35251 -1.02135 4.95544
H -2.86754 2.46631 5.37613
H -4.72072 2.16397 5.34364
C 3.91034 -0.61674 -4.08860
C 2.63594 0.20945 -4.32915
C 1.55841 -0.53399 -3.56471
O 2.24777 -1.09292 -2.48038
C 3.45652 -1.66379 -3.06609
H 4.72983 0.03433 -3.71363
H 4.28389 -1.19167 -4.96299
H 2.36878 0.23380 -5.35252
H 2.67462 1.24551 -3.99729
H 1.06609 -1.31284 -4.18306
H 0.84993 0.17587 -3.16309
H 3.21017 -2.66323 -3.52402
H 4.15449 -1.76654 -2.23221
*
```

The value obtained for the orbital gap (alpha / beta) is 5.1 / 5.1 eV. For the total energy, the calculation gives -4864.7162 Ha.